Record 1
Below is C4H8O2S as an isolated structure at a distorted geometry, with properties calculated with ωB97M-V/def2-TZVPD.

Last column: natural (NBO) charge in e.
CARTESIAN COORDINATES (ANGSTROEM)
O  1.982  0.325  1.361  -0.66
C  1.695  0.145  0.017  0.72
O  2.115  -0.741  -0.661  -0.54
C  0.598  1.058  -0.507  -0.51
C  -0.726  0.246  -0.492  -0.41
C  -0.794  -0.967  0.427  -0.49
S  -3.694  -1.053  0.040  -0.16
H  2.778  0.647  0.807  0.49
H  0.470  1.958  0.085  0.22
H  0.812  1.356  -1.532  0.24
H  -1.063  0.000  -1.495  0.23
H  -1.482  0.930  -0.103  0.22
H  -0.283  -1.857  0.064  0.24
H  -0.552  -0.722  1.461  0.23
H  -1.856  -1.325  0.529  0.17

The energy above the lowest of the compared OMol25 structures with the same formula, charge and spin comes out at 511.4 kJ/mol. For the HOMO energy, the calculation gives -0.352 Eh. As for the molecular weight: 120.2 g mol⁻¹. The calculation puts the strongest force on any atom at 4.4 eV/Å. For the total energy, the calculation gives -19203.098 eV.

=====

Record 2
Below is one molecule with the formula C4H8O2S at a distorted geometry, with properties calculated with ωB97M-V/def2-TZVPD.

Last column: natural (NBO) charge in e.
CARTESIAN COORDINATES (ANGSTROEM)
C  -0.579  -1.853  0.456  -0.14
C  -0.265  -0.430  -0.025  0.24
C  -1.666  1.357  0.215  -0.25
C  2.235  0.357  -0.589  -0.91
O  0.083  -1.607  -0.767  -0.50
O  -1.180  0.375  -0.553  -0.50
S  1.160  0.239  0.888  0.47
H  -0.079  -2.453  1.185  0.19
H  -1.714  -2.127  0.350  0.18
H  -2.089  0.891  1.083  0.18
H  -2.488  1.781  -0.299  0.19
H  -0.940  2.190  0.357  0.17
H  3.018  0.908  -0.056  0.22
H  1.809  0.900  -1.346  0.22
H  2.696  -0.529  -0.898  0.24

The energy above the lowest of the compared OMol25 structures with the same formula, charge and spin comes out at 355.4 kJ/mol. For the HOMO energy (alpha / beta), the calculation gives -0.152 / -0.364 Eh. As for the molecular weight: 120.2 g mol⁻¹. The calculation puts the strongest force on any atom at 3.8 eV/Å. As for the expectation value of S²: 2.00. For the total energy, the calculation gives -19200.217 eV. Its spin multiplicity is 3.

=====

Record 3
Below is a 2-piece molecular cluster, C4H8O2S overall at a distorted geometry, with properties calculated with ωB97M-V/def2-TZVPD.

Last column: natural (NBO) charge in e.
CARTESIAN COORDINATES (ANGSTROEM)
C  -0.074  -0.772  -0.618  -0.20
C  0.671  -0.181  -1.732  -0.74
C  -0.291  1.517  1.103  -0.66
C  -1.230  0.473  0.589  -0.26
O  -0.085  -2.211  1.599  -0.87
O  1.511  -2.832  -0.176  -0.86
S  0.685  -1.823  0.444  1.76
H  -0.034  0.029  -2.538  0.24
H  1.184  0.752  -1.491  0.24
H  1.398  -0.907  -2.097  0.25
H  0.179  2.063  0.286  0.21
H  -0.838  2.243  1.708  0.23
H  0.483  1.078  1.727  0.22
H  -1.582  -0.248  1.307  0.23
H  -1.976  0.819  -0.111  0.20

The energy above the lowest of the compared OMol25 structures with the same formula, charge and spin comes out at 151.6 kJ/mol. For the HOMO energy (alpha / beta), the calculation gives -0.279 / -0.381 Eh. As for the molecular weight: 120.2 g mol⁻¹. The calculation puts the strongest force on any atom at 5.2 eV/Å. As for the expectation value of S²: 2.01. For the total energy, the calculation gives -19202.329 eV. Its spin multiplicity is 3.

=====

Record 4
Below is C4H8O2Yb as an isolated structure at a distorted geometry, with properties calculated with ωB97M-V/def2-TZVPD.

Last column: natural (NBO) charge in e.
CARTESIAN COORDINATES (ANGSTROEM)
C  0.749  1.562  -1.047  -0.62
C  0.411  1.004  0.282  0.17
C  0.759  -0.260  0.686  -0.09
C  -0.086  -0.952  1.585  0.41
O  0.193  -2.081  2.055  -0.67
Yb  -0.457  -3.830  3.656  1.98
H  -0.065  2.205  -1.411  0.35
H  1.367  0.901  -1.664  0.30
H  -0.440  1.473  0.787  0.27
H  1.474  2.316  -0.541  0.40
H  1.617  -0.785  0.260  0.28
H  -1.038  -0.477  1.878  0.20
H  -1.186  -0.852  -1.638  0.45
O  -1.668  -0.080  -1.964  -0.94
H  -1.630  -0.142  -2.924  0.51

The net charge is +3. The energy above the lowest of the compared OMol25 structures with the same formula, charge and spin comes out at 25.7 kJ/mol. For the HOMO energy (alpha / beta), the calculation gives -0.754 / -0.752 Eh. As for the molecular weight: 261.1 g mol⁻¹. The calculation puts the strongest force on any atom at 3.9 eV/Å. As for the expectation value of S²: 0.77. For the total energy, the calculation gives -39867.448 eV. Its spin multiplicity is 2.

=====

Record 5
Below is a 2-piece molecular cluster, C4H8O3 overall, with properties calculated with ωB97M-V/def2-TZVPD.

Last column: natural (NBO) charge in e.
CARTESIAN COORDINATES (ANGSTROEM)
C  -1.170  -0.228  2.160  -0.27
O  -0.013  -0.539  1.376  -0.49
C  0.524  0.501  0.733  0.68
O  0.099  1.626  0.746  -0.55
C  1.781  0.048  -0.016  0.33
O  2.567  0.847  -0.453  -0.45
H  -0.935  0.551  2.890  0.20
H  -1.439  -1.159  2.656  0.20
H  -1.982  0.118  1.517  0.20
H  1.907  -1.046  -0.115  0.14
C  -0.265  -0.146  -2.295  -0.87
H  -0.519  -0.904  -1.545  0.21
H  0.623  -0.450  -2.856  0.22
H  -1.107  -0.038  -2.980  0.22
H  -0.073  0.818  -1.820  0.22

Its SMILES is COC(=O)C=O.C. The energy above the lowest of the compared OMol25 structures with the same formula, charge and spin comes out at 157.3 kJ/mol. For the HOMO energy, the calculation gives -0.380 Eh. As for the molecular weight: 104.1 g mol⁻¹. The calculation puts the strongest force on any atom at 0.8 eV/Å. For the total energy, the calculation gives -10419.373 eV.

=====

Record 6
Below is one molecule with the formula C4H8O3, with properties calculated with ωB97M-V/def2-TZVPD.

Last column: natural (NBO) charge in e.
CARTESIAN COORDINATES (ANGSTROEM)
C  -1.614  0.975  -0.433  -0.63
C  -0.136  0.631  -0.466  0.07
O  0.479  1.079  0.728  -0.72
C  0.131  -0.871  -0.683  -0.11
O  1.497  -1.100  -0.318  -0.50
C  1.752  -0.991  0.992  0.68
O  0.971  -1.211  1.890  -0.63
H  -2.101  0.432  0.386  0.21
H  -2.127  0.734  -1.369  0.21
H  -1.713  2.046  -0.233  0.23
H  0.373  1.182  -1.266  0.18
H  0.177  0.500  1.451  0.49
H  0.051  -1.157  -1.736  0.21
H  -0.543  -1.503  -0.091  0.20
H  2.792  -0.675  1.138  0.14

Its SMILES is C[C@@H](O)COC=O. The energy above the lowest of the compared OMol25 structures with the same formula, charge and spin comes out at 116.2 kJ/mol. For the HOMO energy, the calculation gives -0.384 Eh. As for the molecular weight: 104.1 g mol⁻¹. The calculation puts the strongest force on any atom at 0.6 eV/Å. For the total energy, the calculation gives -10419.800 eV.

=====

Record 7
Below is one molecule with the formula C4H8O3 at a distorted geometry, with properties calculated with ωB97M-V/def2-TZVPD.

Last column: natural (NBO) charge in e.
CARTESIAN COORDINATES (ANGSTROEM)
C  0.806  2.457  -0.075  -0.25
O  -0.017  1.834  -1.029  -0.51
C  -0.684  0.691  -0.583  -0.18
C  0.179  -0.529  -0.445  0.74
O  0.859  -0.808  -1.404  -0.62
O  -0.059  -1.384  0.543  -0.49
C  0.550  -2.671  0.379  -0.26
H  1.213  3.357  -0.546  0.20
H  1.636  1.804  0.230  0.17
H  0.236  2.753  0.819  0.16
H  -1.298  0.918  0.336  0.20
H  -0.959  0.166  -1.577  0.27
H  0.405  -3.066  -0.627  0.20
H  1.619  -2.616  0.580  0.19
H  0.069  -3.308  1.116  0.19

Its SMILES is COCC(=O)OC. The energy above the lowest of the compared OMol25 structures with the same formula, charge and spin comes out at 239.5 kJ/mol. For the HOMO energy, the calculation gives -0.370 Eh. As for the molecular weight: 104.1 g mol⁻¹. The calculation puts the strongest force on any atom at 3.0 eV/Å. For the total energy, the calculation gives -10418.521 eV.

=====

Record 8
Below is one molecule with the formula C4H8O3, with properties calculated with ωB97M-V/def2-TZVPD.

Last column: natural (NBO) charge in e.
CARTESIAN COORDINATES (ANGSTROEM)
C  2.006  1.119  -1.346  -0.26
O  1.501  -0.077  -0.759  -0.50
C  0.271  0.019  -0.229  0.75
O  -0.384  1.077  -0.314  -0.74
C  -0.198  -1.127  0.496  -0.69
C  -1.671  -1.089  0.660  -0.09
O  -1.729  0.061  1.685  -0.71
H  2.010  1.938  -0.622  0.19
H  3.024  0.885  -1.661  0.19
H  1.401  1.414  -2.207  0.19
H  0.341  -2.065  0.441  0.24
H  -0.655  -0.281  1.812  0.49
H  -2.290  -0.743  -0.173  0.20
H  -2.110  -1.953  1.155  0.21
H  -1.517  0.821  1.062  0.54

The energy above the lowest of the compared OMol25 structures with the same formula, charge and spin comes out at 321.1 kJ/mol. For the HOMO energy, the calculation gives -0.311 Eh. As for the molecular weight: 104.1 g mol⁻¹. The calculation puts the strongest force on any atom at 0.3 eV/Å. For the total energy, the calculation gives -10417.676 eV.

=====

Record 9
Below is one molecule with the formula C4H8O3 at a distorted geometry, with properties calculated with ωB97M-V/def2-TZVPD.

Last column: natural (NBO) charge in e.
CARTESIAN COORDINATES (ANGSTROEM)
C  -1.945  0.493  0.845  -0.25
O  -0.964  0.304  -0.173  -0.53
C  0.350  0.170  0.163  0.48
C  0.787  -1.529  0.597  -0.69
O  0.764  0.935  1.217  -0.71
C  1.287  0.467  -1.076  0.40
O  2.344  1.016  -0.921  -0.53
H  -2.635  1.175  0.441  0.19
H  -1.560  0.915  1.726  0.20
H  -2.520  -0.480  1.215  0.17
H  0.911  -1.396  1.663  0.22
H  0.048  -2.318  0.309  0.23
H  1.802  -1.491  0.086  0.20
H  1.704  0.876  1.206  0.49
H  0.850  0.321  -2.130  0.13

Its SMILES is CO[C@](C)(O)C=O. The energy above the lowest of the compared OMol25 structures with the same formula, charge and spin comes out at 300.8 kJ/mol. For the HOMO energy, the calculation gives -0.337 Eh. As for the molecular weight: 104.1 g mol⁻¹. The calculation puts the strongest force on any atom at 4.1 eV/Å. For the total energy, the calculation gives -10417.886 eV.

=====

Record 10
Below is one molecule with the formula C4H8O3, with properties calculated with ωB97M-V/def2-TZVPD.

Last column: natural (NBO) charge in e.
CARTESIAN COORDINATES (ANGSTROEM)
C  1.436  2.090  -0.292  -0.26
O  0.055  2.033  -0.574  -0.51
C  -0.569  0.949  0.034  -0.17
C  -0.232  -0.383  -0.627  0.76
O  0.321  -0.524  -1.690  -0.59
O  -0.653  -1.397  0.147  -0.51
C  -0.435  -2.702  -0.394  -0.26
H  1.825  2.989  -0.774  0.20
H  1.965  1.214  -0.688  0.18
H  1.613  2.160  0.793  0.16
H  -0.327  0.872  1.107  0.19
H  -1.651  1.101  -0.050  0.22
H  -1.043  -2.846  -1.292  0.19
H  0.617  -2.838  -0.655  0.20
H  -0.734  -3.400  0.389  0.20

Its SMILES is COCC(=O)OC. The energy above the lowest of the compared OMol25 structures with the same formula, charge and spin comes out at 134.4 kJ/mol. For the HOMO energy, the calculation gives -0.368 Eh. As for the molecular weight: 104.1 g mol⁻¹. The calculation puts the strongest force on any atom at 0.6 eV/Å. For the total energy, the calculation gives -10419.611 eV.

=====

Record 11
Below is one molecule with the formula C4H8O3 at a distorted geometry, with properties calculated with ωB97M-V/def2-TZVPD.

Last column: natural (NBO) charge in e.
CARTESIAN COORDINATES (ANGSTROEM)
C  -1.353  0.852  -0.591  -0.65
C  -0.470  0.374  0.558  0.09
O  -0.378  1.328  1.624  -0.72
C  0.962  0.112  0.123  -0.52
C  1.217  -1.174  -0.600  0.79
O  2.211  -1.300  -1.267  -0.58
O  0.474  -2.262  -0.253  -0.70
H  -1.231  1.931  -0.705  0.22
H  -0.972  0.466  -1.538  0.22
H  -2.408  0.652  -0.438  0.22
H  -0.878  -0.567  0.957  0.17
H  -1.268  1.619  1.863  0.47
H  1.611  0.016  0.993  0.26
H  1.327  0.902  -0.524  0.24
H  1.156  -2.949  -0.202  0.50

Its SMILES is C[C@H](O)CC(=O)O. The energy above the lowest of the compared OMol25 structures with the same formula, charge and spin comes out at 75.7 kJ/mol. For the HOMO energy, the calculation gives -0.389 Eh. As for the molecular weight: 104.1 g mol⁻¹. The calculation puts the strongest force on any atom at 1.1 eV/Å. For the total energy, the calculation gives -10420.219 eV.

=====

Record 12
Below is one molecule with the formula C4H8O3, with properties calculated with ωB97M-V/def2-TZVPD.

Last column: natural (NBO) charge in e.
CARTESIAN COORDINATES (ANGSTROEM)
C  1.136  0.248  1.991  -0.63
C  1.398  0.553  0.528  -0.08
O  0.615  -0.347  -0.283  -0.50
C  -0.533  0.108  -0.781  0.77
O  -0.907  1.259  -0.765  -0.62
C  -1.375  -1.009  -1.359  -0.16
O  -2.527  -0.506  -1.961  -0.71
H  0.084  0.423  2.240  0.22
H  1.378  -0.797  2.212  0.21
H  1.751  0.886  2.634  0.22
H  2.440  0.365  0.256  0.19
H  1.131  1.579  0.267  0.21
H  -0.772  -1.578  -2.078  0.20
H  -1.613  -1.689  -0.528  0.19
H  -2.552  0.441  -1.749  0.49

Its SMILES is CCOC(=O)CO. The energy above the lowest of the compared OMol25 structures with the same formula, charge and spin comes out at 73.6 kJ/mol. For the HOMO energy, the calculation gives -0.388 Eh. As for the molecular weight: 104.1 g mol⁻¹. The calculation puts the strongest force on any atom at 0.4 eV/Å. For the total energy, the calculation gives -10420.240 eV.